{
  "formula": "H8O3S2",
  "method": "ωB97M-V/def2-TZVPD",
  "gap_ev": 8.821,
  "spin_multiplicity": 1,
  "max_force_ev_per_a": 0.584,
  "homo_energy_ha": -0.3166,
  "relative_energy_kcal_mol": 0.0,
  "smiles": "SS.O.O.O",
  "elements": ["S", "S", "H", "H", "H", "H", "O", "H", "H", "O", "H", "H", "O"],
  "xyz": [[-1.627, -0.479, -0.007], [-0.694, 0.675, 1.475], [-0.803, -1.524, 0.178], [-1.418, 1.769, 1.197], [1.717, -1.286, -0.143], [1.886, -2.808, -0.125], [1.242, -2.118, 0.040], [2.688, 0.902, 0.273], [1.837, 0.801, -1.007], [2.496, 0.314, -0.465], [0.189, 1.064, -2.914], [-0.531, 1.056, -1.574], [0.196, 1.480, -2.047]],
  "forces_ev_per_a": [[-0.28, 0.02, 0.08], [0.04, 0.01, 0.06], [0.19, 0.06, -0.11], [0.00, -0.03, -0.01], [0.02, 0.10, 0.07], [0.05, -0.18, 0.01], [-0.10, 0.03, 0.01], [-0.05, -0.09, -0.02], [0.18, -0.20, 0.22], [-0.29, 0.38, -0.34], [0.01, 0.00, -0.09], [-0.04, -0.21, 0.13], [0.28, 0.11, 0.00]]
}

---

{
  "formula": "H8O4",
  "method": "ωB97M-V/def2-TZVPD",
  "gap_ev": 10.101,
  "spin_multiplicity": 1,
  "max_force_ev_per_a": 4.098,
  "homo_energy_ha": -0.3675,
  "relative_energy_kcal_mol": 49.1,
  "smiles": "O.O.O.O",
  "elements": ["O", "H", "H", "O", "H", "H", "O", "H", "H", "O", "H", "H"],
  "xyz": [[-1.678, 1.732, -1.381], [-0.897, 1.181, -1.342], [-2.147, 1.429, -2.158], [0.081, -0.256, -0.584], [0.861, -0.198, -0.032], [0.369, -0.740, -1.358], [-0.888, -0.134, 1.497], [-0.958, -0.555, 0.640], [-0.284, 0.596, 1.358], [1.591, -0.758, 0.982], [2.156, -0.673, 1.749], [1.794, -1.624, 0.628]],
  "forces_ev_per_a": [[-0.36, 0.52, -0.18], [0.33, -0.36, 0.32], [-0.18, 0.02, -0.15], [-1.05, 0.06, -3.96], [0.35, 0.48, 0.23], [-0.03, -0.05, -0.50], [-1.21, 0.16, 2.13], [-0.13, 0.14, 0.05], [-0.31, 0.09, 0.05], [2.46, -0.95, 1.72], [0.14, 0.26, 0.33], [-0.01, -0.39, -0.04]]
}

---

{
  "formula": "H8O4",
  "method": "ωB97M-V/def2-TZVPD",
  "gap_ev": 11.034,
  "spin_multiplicity": 1,
  "max_force_ev_per_a": 0.270,
  "homo_energy_ha": -0.3977,
  "relative_energy_kcal_mol": 16.4,
  "smiles": "O.O.O.O",
  "elements": ["O", "H", "H", "O", "H", "H", "O", "H", "H", "O", "H", "H"],
  "xyz": [[-23.574, 8.447, -3.453], [-23.270, 9.327, -3.204], [-22.806, 8.021, -3.855], [-25.916, 7.986, -5.206], [-26.710, 8.439, -4.907], [-25.237, 8.200, -4.551], [-24.179, 6.143, -1.498], [-24.062, 6.707, -2.276], [-24.236, 6.757, -0.760], [-22.112, 4.037, -1.484], [-22.938, 4.519, -1.646], [-22.268, 3.551, -0.669]],
  "forces_ev_per_a": [[0.16, -0.11, 0.00], [-0.05, -0.05, 0.01], [-0.07, 0.07, -0.03], [0.01, 0.04, 0.05], [0.02, -0.04, -0.01], [-0.03, 0.02, -0.07], [-0.06, -0.01, -0.19], [-0.08, 0.07, 0.17], [0.05, -0.04, 0.00], [-0.11, -0.04, -0.09], [0.16, 0.09, 0.20], [0.00, 0.00, -0.04]]
}